DFT (ωB97M-V/def2-TZVPD) results for a structure of composition C5H13N2.

```
! RIJCOSX wB97M-V def2-TZVPD def2/J DEFGRID3
* xyz 2 2
C -0.9196 -1.5162 -0.5026
C 0.5015 -1.1145 -0.8821
C 1.3453 -0.8929 0.3552
C 1.1820 0.1899 1.1198
N 0.0997 1.1345 0.8049
C 0.4348 2.0007 -0.3841
N -1.7164 -0.6174 0.2941
H -0.8718 -2.3938 0.0588
H -1.3823 -1.6586 -1.5433
H 0.6141 -0.2437 -1.6501
H 0.9649 -2.0761 -1.3596
H 2.2343 -1.4397 0.4187
H 1.6814 0.4568 2.1282
H -0.8542 0.3002 0.8448
H 0.0680 3.0897 -0.1365
H -0.1287 1.9196 -1.3202
H 1.5163 2.0399 -0.4555
H -0.0543 1.6217 1.6852
H -2.2856 0.1261 -0.3617
H -2.4295 -0.9262 0.8857
*
```

Summary:
expectation value of S²	0.754
largest force on an atom	6.53	eV/Å
energy	-306.99688	Eh

---

DFT (ωB97M-V/def2-TZVPD) results for a cluster of 2 separate species, C5H13N2O in total.

```
! RIJCOSX wB97M-V def2-TZVPD def2/J DEFGRID3
* xyz -1 1
C 2.1023 -1.5805 1.1339
N -0.5980 -1.4797 1.7790
C 0.3651 -1.9316 2.6147
N 1.6246 -2.0269 2.4337
H 3.1613 -1.8425 1.0404
H 1.9824 -0.5043 1.0004
H 1.5475 -2.0382 0.3095
H -1.5195 -1.5068 2.1734
H -0.4370 -0.9009 0.8560
H -0.0071 -2.2772 3.5852
C -1.0366 1.0462 -0.3617
O -0.3207 -0.1057 -0.3747
C -1.3276 1.5793 -1.7746
C -0.0377 1.8149 -2.5507
H -0.5279 1.8740 0.1935
H -2.0259 0.9503 0.1456
H -1.9224 2.5023 -1.7218
H -1.9238 0.8221 -2.2980
H -0.2143 2.0888 -3.5973
H 0.5590 0.9048 -2.5037
H 0.5565 2.6117 -2.0827
*
```

Summary:
largest force on an atom	0.44	eV/Å
energy	-383.06387	Eh

---

DFT (ωB97M-V/def2-TZVPD) results for a cluster of 2 separate species, C5H13N2O in total.

```
! RIJCOSX wB97M-V def2-TZVPD def2/J DEFGRID3
* xyz -1 1
N -2.7083 -0.1652 0.4672
C -1.6834 0.0446 -0.5918
C -0.7618 1.1974 -0.2276
C -0.8372 -1.2191 -0.9741
N -0.1099 -0.9446 -2.1597
C 1.9536 -0.4059 1.0484
C 2.3725 0.9653 1.2223
O 3.5164 0.3911 0.8105
H -3.5934 -0.0991 -0.0272
H -2.6948 -1.0834 0.8902
H -2.0856 0.2116 -1.5980
H 0.1404 1.1153 -0.8447
H -1.0591 2.2449 -0.3503
H -0.3258 1.0821 0.7740
H -1.6703 -1.9744 -0.9801
H -0.2168 -1.4588 -0.0675
H 0.8342 -1.3178 -2.0810
H 2.1398 -0.7782 0.0502
H 2.3679 -1.0984 1.7860
H 2.4907 1.4765 2.1962
H 1.9312 1.8162 0.6570
*
```

Summary:
largest force on an atom	4.49	eV/Å
energy	-382.88304	Eh

---

DFT (ωB97M-V/def2-TZVPD) results for the ion C5H13N2O with charge -1.

```
! RIJCOSX wB97M-V def2-TZVPD def2/J DEFGRID3
* xyz -1 1
C 0.9652 2.6261 -0.5943
C 0.8509 1.1029 -1.2084
C 0.5633 0.0897 -0.0263
N 1.8229 -0.6575 0.2610
C -0.6708 -0.7890 -0.4959
N -0.7956 -1.8265 0.5706
C -1.8641 -1.3348 1.5166
O -3.0836 -1.2578 1.0262
H 0.8099 3.4014 -1.2045
H 1.9536 2.8272 -0.3155
H 0.2559 2.7018 0.2001
H 0.0861 1.1881 -1.9053
H 1.7314 0.8447 -1.7977
H 0.2629 0.5773 0.8845
H 1.7532 -1.4038 -0.5444
H 1.6236 -1.2894 1.0082
H -0.4738 -1.2891 -1.4933
H -1.4992 -0.1094 -0.4740
H -1.0355 -2.7394 0.1907
H -1.6480 -2.2044 2.3952
H -1.6083 -0.4580 2.0065
*
```

Summary:
SMILES	CC[C@H](N)CNC[O-]
largest force on an atom	4.96	eV/Å
energy	-382.99153	Eh

---

DFT (ωB97M-V/def2-TZVPD) results for a cluster of 2 separate species, C5H13N2O in total.

```
! RIJCOSX wB97M-V def2-TZVPD def2/J DEFGRID3
* xyz -1 1
C 0.0587 0.4062 -1.1550
C -2.1936 1.1643 -0.0018
C 0.0488 0.7567 1.2813
C -0.6390 -2.1440 0.0117
C -0.8537 0.2864 0.0433
N 2.7164 -0.5838 -0.8145
N -1.3711 -1.1235 0.0725
O 3.2589 0.0678 0.3873
H 1.0749 0.0435 -0.9911
H -0.2014 -0.4368 -1.9164
H 0.0614 1.3885 -1.5417
H -2.5600 0.9902 0.9445
H -2.7913 0.6192 -0.7274
H -1.8615 2.0996 -0.3647
H 0.4132 1.6967 0.9929
H -0.5704 0.9057 2.1736
H 0.8093 0.0358 1.5298
H 2.4823 0.4262 0.8304
H 0.5213 -1.9655 -0.1755
H -1.2820 -3.1298 -0.0056
H 2.8789 -1.5034 -0.5736
*
```

Summary:
largest force on an atom	4.63	eV/Å
energy	-382.88766	Eh

---

DFT (ωB97M-V/def2-TZVPD) results for the ion C5H13N2O with charge -1.

```
! RIJCOSX wB97M-V def2-TZVPD def2/J DEFGRID3
* xyz -1 1
C -1.8989 0.9040 -0.7909
C -1.6761 -0.2006 0.3792
N -2.5899 -1.3342 0.3018
C -0.1958 -0.4883 0.3377
N 0.5951 0.7436 0.3791
C 1.9905 0.7333 0.5546
C 2.6262 -0.1856 -0.5815
O 3.8751 -0.6174 -0.2334
H -1.5338 1.8478 -0.4146
H -2.9788 0.8829 -1.1898
H -1.3184 0.7022 -1.6865
H -1.8384 0.2989 1.3568
H -2.3172 -1.8975 1.0597
H -2.1612 -1.9584 -0.5449
H 0.1168 -1.2865 1.0372
H -0.0265 -1.0458 -0.6517
H 0.1893 1.4436 0.9425
H 2.3371 1.7688 0.5051
H 2.4185 0.2406 1.6105
H 1.9292 -1.0665 -0.9183
H 2.4570 0.5150 -1.4527
*
```

Summary:
SMILES	C[C@@H](N)CNCC[O-]
largest force on an atom	4.35	eV/Å
energy	-382.97687	Eh

---

DFT (ωB97M-V/def2-TZVPD) results for the ion C5H13N2O with charge -1.

```
! RIJCOSX wB97M-V def2-TZVPD def2/J DEFGRID3
* xyz -1 1
C -0.2317 0.5545 1.6239
N -0.1387 -0.0178 0.2897
C 0.6933 0.7976 -0.5744
C 0.0589 1.0232 -1.9468
N -0.8361 2.1678 -2.0221
C 0.3801 -1.3691 0.3468
C -0.4627 -2.4108 1.1011
O -0.7014 -2.0967 2.3943
H -0.5197 1.6056 1.5433
H 0.7306 0.5644 2.1826
H -0.8821 -0.0233 2.2587
H 1.0903 1.7385 -0.1653
H 1.6499 0.2920 -0.7763
H 0.8324 1.0862 -2.7289
H -0.5274 0.1302 -2.1496
H -0.3102 3.0102 -1.8466
H -1.5668 1.9857 -1.3462
H 0.6286 -1.7049 -0.6612
H 1.3463 -1.3918 0.8947
H 0.2017 -3.3175 0.9836
H -1.4356 -2.6240 0.5987
*
```

Summary:
SMILES	CN(CCN)CC[O-]
largest force on an atom	1.54	eV/Å
energy	-383.01199	Eh

---

DFT (ωB97M-V/def2-TZVPD) results for a cluster of 2 separate species, C5H13N2O in total.

```
! RIJCOSX wB97M-V def2-TZVPD def2/J DEFGRID3
* xyz 1 1
C 0.0650 0.6537 -1.4750
O -1.2265 1.2745 -1.6788
C 0.5350 1.1481 -0.0884
C -0.5092 0.7702 0.9975
C -1.0198 -0.6378 0.8867
C -2.3700 -0.8207 0.3655
N -2.5712 -1.2683 -0.7700
N -0.1134 -1.6162 0.7071
H -0.1275 -0.4194 -1.5099
H 0.7289 0.9269 -2.2897
H -1.8330 0.5480 -1.6671
H 0.5824 2.2281 -0.2054
H 1.5221 0.7655 0.1676
H -0.2465 0.9864 2.0400
H -1.3442 1.4208 0.7187
H -3.1478 -0.3408 0.9833
H 28.3351 1.5729 5.2797
H -3.4298 -1.7841 -0.9604
H -0.4355 -2.2652 -0.0170
H 0.0371 -2.1496 1.5747
H 27.7367 1.1441 5.2495
*
```

Summary:
largest force on an atom	4.20	eV/Å
energy	-382.64864	Eh

---

DFT (ωB97M-V/def2-TZVPD) results for the ion C5H13N2O with charge +1.

```
! RIJCOSX wB97M-V def2-TZVPD def2/J DEFGRID3
* xyz 1 1
N -1.7913 2.1292 -1.7281
C -0.7717 1.2098 -2.0664
C -0.2374 0.5798 -0.6861
N 0.9295 -0.2638 -0.8653
C 1.1447 -1.3227 0.1656
C 1.2426 -0.7958 1.5797
C 0.0308 -0.9083 2.5251
O -1.2300 -0.0127 -0.1294
H -2.1970 2.6434 -2.4893
H -2.5150 1.7222 -1.1394
H 0.1423 1.4493 -0.1143
H -1.0991 0.3128 -2.6039
H 0.0123 1.6648 -2.6698
H 1.0422 -0.7547 -1.7541
H 2.0397 -1.8709 -0.1345
H 0.3925 -2.1253 0.1261
H 1.5314 0.2530 1.4390
H 2.0837 -1.2774 2.0781
H -0.8486 -0.2944 2.3385
H 0.3298 -0.3910 3.4399
H -0.2315 -1.9474 2.6886
*
```

Summary:
largest force on an atom	3.06	eV/Å
energy	-382.61019	Eh

---

DFT (ωB97M-V/def2-TZVPD) results for the ion C5H13N2O with charge +1.

```
! RIJCOSX wB97M-V def2-TZVPD def2/J DEFGRID3
* xyz 1 1
N 1.0965 -3.7376 0.2514
C 0.9282 -2.4338 0.6081
C -0.0411 -1.6313 0.1506
C -0.2509 -0.2579 0.6981
C -0.2158 0.8475 -0.3863
N -1.6154 1.2338 -0.7752
C 0.5221 2.1151 0.0648
O -0.1823 3.2777 -0.4365
H 0.5867 -4.0675 -0.5497
H 2.0060 -4.1702 0.2922
H 1.5572 -2.0547 1.4101
H -0.8227 -2.0762 -0.4572
H -1.2076 -0.1552 1.2349
H 0.4517 -0.0032 1.4912
H 0.1679 0.3817 -1.2877
H -1.5810 2.0054 -1.4482
H -2.2289 1.4768 0.0027
H -2.0893 0.4677 -1.2568
H 1.5114 2.1509 -0.3943
H 0.6012 2.1712 1.1287
H -0.3828 3.8599 0.3121
*
```

Summary:
SMILES	N/C=C/C[C@@H]([NH3+])CO
largest force on an atom	1.76	eV/Å
energy	-382.79477	Eh

---

DFT (ωB97M-V/def2-TZVPD) results for an isolated molecule of C5H13N2P.

```
! RIJCOSX wB97M-V def2-TZVPD def2/J DEFGRID3
* xyz 0 1
C 1.2330 2.6148 -0.6600
N 0.9333 1.3923 -0.6903
N -0.3025 0.8321 -0.2101
C -1.3292 1.6965 0.4050
P -0.1436 -0.8848 0.1828
C -1.6108 -1.7175 0.3661
C 0.8656 -1.4302 -1.2173
C 0.8245 -1.0433 1.7682
H 2.1955 2.6917 -1.0238
H 0.7493 3.5952 -0.4312
H -2.3362 1.1159 0.5015
H -1.0191 1.9315 1.4871
H -1.4464 2.5122 -0.2735
H -2.1498 -1.0432 1.0016
H -2.1185 -1.8885 -0.6868
H 0.6335 -2.4798 -1.4724
H 0.8534 -0.5243 -1.9142
H 1.8882 -1.4416 -0.9736
H 1.1649 -2.1117 1.8920
H 1.7804 -0.4731 1.7456
H 0.1583 -0.5094 2.4842
*
```

Summary:
SMILES	C=NN(C)P(=C)(C)C
largest force on an atom	3.43	eV/Å
energy	-649.02953	Eh

---

DFT (ωB97M-V/def2-TZVPD) results for the ion C5H13N2S with charge -1.

```
! RIJCOSX wB97M-V def2-TZVPD def2/J DEFGRID3
* xyz -1 1
C -0.2141 -1.5247 1.9543
C 0.3267 -0.3468 1.1841
C 1.5072 -0.7168 0.3105
S 3.1706 -1.3598 0.9789
N -0.8517 0.1939 0.4792
C -0.6502 1.5281 -0.2000
C -0.0412 1.2356 -1.6129
N -1.0537 0.4966 -2.4718
H -0.1851 -2.4611 1.4342
H 0.5718 -2.0144 2.6926
H -1.2015 -1.2037 2.4229
H 0.8209 0.3652 1.8781
H 1.9360 0.2081 -0.1360
H 1.1869 -1.3863 -0.4654
H -1.5455 -0.3004 0.0534
H -0.1185 2.1532 0.4449
H -1.6352 1.9199 -0.2911
H 0.3610 1.9998 -2.2172
H 0.7842 0.4945 -1.5865
H -1.8094 1.0045 -2.8826
H -1.3592 -0.2856 -1.9696
*
```

Summary:
SMILES	C[C@@H](C[S-])NCCN
largest force on an atom	5.83	eV/Å
energy	-705.96096	Eh